(1)
DFT (the ωB97M-V functional and the def2-TZVPD basis) results for a structure of composition C32H22BrCrF4NP.

Properties
- Energy: -5646.00379 Eh
- Molar mass: 659.40 g/mol
- Frontier orbital gap (spin up / spin down): 6.8 / 7.3 eV
- HOMO (spin up / spin down): -14.9 / -15.0 eV
- Multiplicity: 2
- Total charge: +2

Last column: Mulliken spin population.
Cartesian coordinates (Å):
Cr  0.199  -1.557  -0.810  1.105
C  2.796  -1.567  2.008  0.002
C  2.050  -2.174  0.865  -0.015
C  2.495  -2.065  -0.452  -0.027
C  1.905  -2.835  -1.464  0.028
C  0.813  -3.670  -1.194  -0.034
C  0.315  -3.743  0.113  0.002
C  0.912  -2.982  1.117  0.007
H  3.328  -0.661  1.728  0.000
H  3.543  -2.304  2.323  -0.001
H  2.150  -1.373  2.861  0.000
H  3.330  -1.422  -0.701  0.001
H  2.274  -2.744  -2.475  0.011
H  0.373  -4.264  -1.984  0.004
H  -0.540  -4.371  0.330  0.000
H  0.552  -3.043  2.134  -0.002
F  -4.253  2.916  -2.551  0.000
C  -3.365  2.329  -1.784  0.003
C  -2.485  3.080  -1.024  0.001
F  -2.540  4.393  -1.061  0.000
C  -1.548  2.446  -0.219  0.004
F  -0.748  3.223  0.506  0.000
C  -1.452  1.068  -0.161  0.022
P  -0.273  0.117  0.885  -0.031
C  -1.370  -0.188  2.304  -0.007
C  -1.842  0.926  3.006  -0.002
C  -2.720  0.758  4.063  -0.001
C  -3.146  -0.516  4.421  0.000
C  -2.704  -1.623  3.714  0.000
C  -1.819  -1.460  2.657  0.003
C  1.116  1.135  1.381  -0.015
C  1.275  1.575  2.693  -0.001
C  2.396  2.320  3.035  0.000
C  3.348  2.633  2.074  -0.001
C  3.197  2.179  0.768  0.000
C  2.091  1.420  0.424  0.000
C  -2.363  0.350  -0.929  -0.011
Br  -2.291  -1.558  -0.952  -0.018
C  -3.304  0.947  -1.730  -0.001
F  -4.145  0.229  -2.458  -0.001
H  -1.522  1.924  2.728  -0.001
H  -3.078  1.624  4.605  0.000
H  -3.834  -0.644  5.247  0.000
H  -3.057  -2.611  3.978  0.000
H  -1.517  -2.322  2.079  0.001
H  0.540  1.337  3.450  0.000
H  2.518  2.661  4.054  0.000
H  4.214  3.223  2.343  0.000
H  3.944  2.413  0.020  0.000
H  1.997  1.036  -0.583  0.004
N  -0.110  1.538  -7.440  0.016
C  -0.009  1.114  -6.377  -0.006
C  0.114  0.582  -5.039  0.028
C  -0.038  -0.781  -4.815  -0.024
C  0.107  -1.284  -3.532  0.028
C  0.365  -0.437  -2.438  -0.088
C  0.497  0.934  -2.689  0.034
C  0.389  1.437  -3.971  -0.021
H  -0.254  -1.447  -5.640  0.000
H  -0.021  -2.355  -3.407  0.002
H  0.685  1.633  -1.887  0.001
H  0.512  2.497  -4.151  0.001

(2)
DFT (the ωB97M-V functional and the def2-TZVPD basis) results for an isolated molecule of C2H5BO2 in a non-equilibrium geometry.

Properties
- Energy: -254.45921 Eh
- Molar mass: 71.87 g/mol
- Frontier orbital gap: 10.9 eV
- HOMO: -10.3 eV

Last column: Löwdin charge in e.
Cartesian coordinates (Å):
B  1.670  1.120  0.368  -0.279
C  0.589  0.163  0.190  -0.354
C  -1.481  -1.041  -0.306  0.025
O  0.269  1.330  -0.320  0.102
O  -0.053  -0.915  0.215  0.024
H  1.747  1.634  1.483  0.063
H  2.652  1.081  -0.402  0.067
H  -1.959  -1.698  0.474  0.094
H  -1.270  -1.569  -1.358  0.140
H  -2.162  -0.106  -0.345  0.117

(3)
DFT (the ωB97M-V functional and the def2-TZVPD basis) results for a cluster of 11 separate species, C32H73IN12O20SSi in total in a non-equilibrium geometry.

Properties
- Energy: -4409.39899 Eh
- Molar mass: 1133.06 g/mol
- Frontier orbital gap: 8.5 eV
- HOMO: -8.9 eV
- Structure (SMILES): [H]/N=C/C[Si@@](CCCCCCCCCCCCCCCC)(N=C=S)[C@H](I)CC.C[N+](=O)[O-].C[N+](=O)[O-].C[N+](=O)[O-].C[N+](=O)[O-].C[N+](=O)[O-].C[N+](=O)[O-].C[N+](=O)[O-].C[N+](=O)[O-].C[N+](=O)[O-].C[N+](=O)[O-]

Last column: Löwdin charge in e.
Cartesian coordinates (Å):
C  0.266  -2.945  2.225  -0.101
C  1.412  -3.980  2.056  -0.227
C  2.758  -3.472  2.641  -0.194
C  3.954  -3.565  1.659  -0.201
C  4.482  -2.194  1.230  -0.215
C  3.449  -1.463  0.379  -0.192
C  3.962  -0.106  -0.139  -0.186
C  3.015  1.093  0.062  -0.204
C  3.724  2.275  0.725  -0.223
C  2.805  3.419  1.141  -0.219
C  2.203  3.242  2.538  -0.217
C  1.293  4.411  2.912  -0.222
C  -0.091  4.378  2.277  -0.212
C  -1.016  3.289  2.845  -0.196
C  -2.081  2.792  1.834  -0.249
C  -3.506  3.096  2.313  -0.245
Si  -4.882  2.565  1.145  0.504
C  -5.089  4.004  -0.050  -0.216
C  -5.950  3.797  -1.249  -0.337
N  -7.185  3.508  -1.170  0.091
N  -6.320  2.411  2.196  0.016
C  -7.379  1.996  1.773  -0.907
S  -8.738  1.360  1.347  0.715
C  -4.335  0.934  0.380  -0.771
I  -5.619  0.115  -1.136  0.858
C  -4.075  -0.155  1.442  -0.363
C  -5.267  -0.606  2.287  -0.134
H  0.661  -1.992  2.570  0.054
H  -0.210  -2.789  1.256  0.066
H  -0.479  -3.308  2.931  0.045
H  1.545  -4.229  1.007  0.094
H  1.136  -4.879  2.609  0.078
H  3.005  -4.020  3.550  0.100
H  2.646  -2.419  2.906  0.087
H  3.633  -4.079  0.750  0.105
H  4.751  -4.156  2.106  0.073
H  5.352  -2.368  0.595  0.094
H  4.754  -1.584  2.096  0.116
H  2.543  -1.285  0.968  0.095
H  3.162  -2.105  -0.452  0.083
H  4.885  0.118  0.398  0.100
H  4.196  -0.169  -1.202  0.093
H  2.645  1.433  -0.909  0.105
H  2.139  0.837  0.666  0.101
H  4.273  1.894  1.592  0.110
H  4.475  2.676  0.038  0.113
H  3.346  4.366  1.090  0.110
H  1.961  3.470  0.444  0.105
H  3.023  3.195  3.259  0.112
H  1.674  2.285  2.572  0.103
H  1.801  5.327  2.598  0.108
H  1.186  4.442  4.001  0.111
H  0.028  4.229  1.201  0.097
H  -0.559  5.346  2.464  0.111
H  -1.550  3.740  3.685  0.103
H  -0.437  2.467  3.268  0.104
H  -1.919  1.727  1.670  0.088
H  -1.894  3.304  0.887  0.100
H  -3.670  2.701  3.316  0.079
H  -3.575  4.189  2.349  0.085
H  -4.114  4.385  -0.358  0.081
H  -5.555  4.802  0.541  0.094
H  -5.456  3.912  -2.220  0.091
H  -7.579  3.404  -2.104  0.047
H  -3.380  1.136  -0.109  0.042
H  -3.300  0.194  2.129  0.092
H  -3.681  -1.028  0.915  0.094
H  -6.203  -0.622  1.726  0.025
H  -5.092  -1.618  2.641  0.064
H  -5.421  0.038  3.153  0.062
C  2.981  -1.329  -4.228  0.036
N  3.330  -2.455  -3.318  -0.432
O  2.503  -2.799  -2.498  0.055
O  4.430  -2.952  -3.454  0.060
H  1.978  -1.000  -3.977  0.099
H  3.713  -0.546  -4.065  0.082
H  3.035  -1.698  -5.246  0.100
C  -4.751  4.795  -5.057  0.021
N  -3.296  4.528  -4.873  -0.451
O  -2.960  3.430  -4.476  0.059
O  -2.535  5.439  -5.133  0.057
H  -5.303  3.902  -4.789  0.079
H  -5.004  5.631  -4.410  0.103
H  -4.913  5.054  -6.096  0.081
C  -8.134  -4.564  0.808  0.047
N  -6.994  -3.808  1.395  -0.445
O  -7.095  -3.435  2.545  0.067
O  -6.036  -3.621  0.673  0.051
H  -8.908  -4.654  1.561  0.093
H  -8.482  -4.005  -0.055  0.099
H  -7.756  -5.536  0.508  0.100
C  -6.446  2.645  5.690  0.042
N  -6.472  1.603  6.752  -0.454
O  -7.343  1.670  7.596  0.065
O  -5.609  0.750  6.699  0.058
H  -7.264  3.334  5.864  0.094
H  -5.486  3.149  5.753  0.098
H  -6.553  2.143  4.733  0.068
C  -1.080  -6.129  4.370  0.037
N  -0.655  -7.525  4.073  -0.453
O  0.378  -7.923  4.572  0.066
O  -1.381  -8.172  3.347  0.060
H  -0.346  -5.674  5.025  0.095
H  -1.139  -5.598  3.425  0.084
H  -2.053  -6.180  4.850  0.100
C  -9.410  4.994  -6.730  0.052
N  -7.964  4.690  -6.547  -0.437
O  -7.659  3.582  -6.159  0.072
O  -7.179  5.584  -6.799  0.056
H  -9.979  4.110  -6.468  0.096
H  -9.649  5.830  -6.080  0.102
H  -9.553  5.266  -7.771  0.102
C  7.968  -2.508  -3.184  0.033
N  7.216  -1.423  -2.496  -0.440
O  7.144  -0.337  -3.042  0.056
O  6.715  -1.696  -1.425  0.055
H  8.354  -2.121  -4.118  0.087
H  8.766  -2.814  -2.522  0.078
H  7.265  -3.319  -3.349  0.099
C  8.143  -3.061  4.614  0.044
N  7.185  -3.679  3.655  -0.443
O  7.452  -3.622  2.473  0.076
O  6.198  -4.201  4.132  0.059
H  8.965  -2.639  4.050  0.092
H  7.602  -2.295  5.162  0.099
H  8.480  -3.845  5.285  0.098
C  2.438  2.641  -6.070  0.053
N  2.871  1.261  -6.427  -0.442
O  3.919  0.854  -5.963  0.049
O  2.140  0.626  -7.158  0.066
H  3.185  3.074  -5.416  0.095
H  2.347  3.200  -6.996  0.101
H  1.474  2.561  -5.576  0.102
C  12.091  -4.933  -4.960  0.049
N  10.805  -4.227  -4.706  -0.437
O  10.049  -4.065  -5.640  0.078
O  10.597  -3.858  -3.566  0.054
H  12.132  -5.197  -6.010  0.094
H  12.892  -4.252  -4.689  0.101
H  12.106  -5.813  -4.326  0.101